1.
74
Properties=species:S:1:pos:R:3:mulliken_charge:R:1 method="wB97M-V/def2-TZVPD" max_force_ha_per_bohr=0.0488 total_energy_ha=-1517.5521 de_lowest_kcal_mol=0.0
C 0.22109 0.31643 -0.81770 -0.0990
C -0.89297 0.60954 -0.45984 -0.5277
C -2.26274 1.09123 -0.02810 -0.5057
C -2.11646 2.57480 0.37101 0.8108
C -0.99441 2.94762 1.15710 -0.9855
C -0.83013 4.30304 1.49553 -0.3859
C -1.76704 5.26966 1.05331 0.8358
C -1.52275 6.75509 1.40689 -1.2797
O -0.70085 7.35799 0.42048 -0.3099
C 0.65583 7.51267 0.81450 -0.5354
C 1.61437 6.40341 0.27222 -0.4133
C 1.20627 5.87302 -1.15156 -0.7896
C -2.87448 4.88349 0.31535 -0.0294
C -3.05374 3.51207 -0.03059 -0.4017
C -4.35253 3.38035 -0.83764 0.3109
O -4.80204 2.46228 -1.46177 -0.6003
N -4.94191 4.64733 -0.63717 0.2219
C -6.10492 4.99474 -1.45369 -0.4886
C -7.41286 4.31818 -0.92105 -1.1283
C -4.05165 5.68239 -0.26591 0.2559
O -4.18528 6.86342 -0.39476 -0.6062
H 1.28379 0.41042 -0.99735 0.3741
H -3.02390 0.92818 -0.80737 0.3814
H -2.56031 0.48005 0.84940 0.3492
H -0.26270 2.20801 1.49438 0.5538
H 0.05213 4.56806 2.08756 0.5744
H -1.08413 6.77566 2.42703 0.4072
H -2.50745 7.25863 1.48079 0.4516
H 0.80662 7.62761 1.90589 0.2648
H 0.99993 8.46519 0.35677 0.3318
H 1.74630 5.55860 0.97283 0.2209
H 2.60242 6.89494 0.14444 0.4330
H 2.10211 5.87860 -1.80103 0.3348
H 0.40895 6.48139 -1.60754 0.2349
H 0.87688 4.82199 -1.05510 0.0995
H -5.95542 4.67003 -2.50479 0.2891
H -6.31460 6.07922 -1.46180 0.4014
H -8.29515 4.80881 -1.37561 0.3688
H -7.49778 4.40779 0.17959 0.3161
H -7.45198 3.25647 -1.21770 0.2773
C 2.14020 -4.80666 2.50509 -1.1498
C 2.85022 -3.46322 2.37425 0.3421
C 1.88911 -2.26792 2.26481 -0.8106
O 1.28034 -2.12033 0.99412 -0.3098
C 0.15213 -2.95057 0.77769 -0.6470
N 3.77254 -3.51955 1.23553 -0.6405
H 1.72827 -5.15835 1.55864 0.0490
H 2.83985 -5.57178 2.84716 0.3318
H 1.32781 -4.75167 3.23363 0.3869
H 3.44197 -3.32156 3.28431 0.3791
H 2.47043 -1.35343 2.41802 0.3340
H 1.12902 -2.29101 3.05670 0.4222
H -0.42607 -3.10325 1.69343 0.3210
H 0.45796 -3.91184 0.35804 0.1621
H -0.48475 -2.45825 0.04178 0.2711
H 4.31600 -2.66029 1.21122 0.2613
H 3.20952 -3.47328 0.38904 0.2962
C 3.95934 -8.26949 -2.68051 -1.4326
C 3.54235 -6.81915 -2.45714 0.2749
C 3.29055 -6.47019 -0.98038 -0.2741
O 2.05675 -6.95099 -0.46737 -0.3278
C 2.07664 -8.30916 -0.06627 -0.7745
N 2.37103 -6.52837 -3.29145 -0.7460
H 3.12023 -8.96150 -2.60679 0.2850
H 4.38133 -8.38989 -3.67969 0.3631
H 4.72127 -8.57538 -1.95998 0.3395
H 4.36881 -6.18945 -2.80095 0.4345
H 3.23881 -5.38200 -0.89735 -0.0431
H 4.12437 -6.79071 -0.34369 0.4291
H 3.04375 -8.59844 0.35381 0.3591
H 1.81752 -8.96022 -0.90392 0.2439
H 1.31146 -8.44110 0.70008 0.2489
H 2.15496 -5.53729 -3.22061 0.2810
H 1.56974 -6.98209 -2.85828 0.3270


2.
49
Properties=species:S:1:pos:R:3:mulliken_charge:R:1 method="wB97M-V/def2-TZVPD" max_force_ha_per_bohr=0.1015 total_energy_ha=-1223.0743 charge=-1
N -4.11956 3.92797 2.48523 -0.6195
C -4.42955 2.57910 2.29416 -0.2145
C -3.71058 1.82942 1.02581 0.4767
C -3.25975 0.27645 1.29605 -0.4238
P -3.52910 -0.26951 3.11139 0.2085
N -2.05292 -0.04027 4.09581 -0.7368
O -3.70025 -2.03579 3.01930 -0.5293
H -4.63817 4.30101 3.32286 0.2014
H -5.21290 2.07684 3.03665 0.3519
H -2.72010 2.41287 0.70788 -0.3790
H -4.41993 1.90940 0.06908 0.2172
H -2.07882 0.20318 1.13834 -0.2815
H -2.23964 0.44608 5.00023 0.2502
H -1.27105 0.39676 3.55881 0.2475
H -3.14838 -2.47132 3.73913 0.2623
C 1.68062 3.44668 -2.10353 -1.4514
C 2.15250 2.22043 -1.32648 0.4068
C 1.03360 1.54478 -0.50150 -0.1189
O 0.70721 2.22597 0.71357 -0.4340
C -0.19821 3.30722 0.55395 -0.7849
N 3.29340 2.60170 -0.47933 -0.7852
H 1.52571 4.31877 -1.46250 0.2719
H 2.42754 3.73280 -2.85317 0.3661
H 0.74439 3.23914 -2.63149 0.3408
H 2.50421 1.48858 -2.06403 0.3607
H 1.39341 0.55479 -0.19518 -0.1910
H 0.13453 1.37238 -1.10545 0.4495
H -0.94152 3.11336 -0.22515 0.2946
H 0.34975 4.22618 0.34058 0.2382
H -0.72337 3.45119 1.50308 0.3642
H 3.66146 1.76103 -0.03232 0.2769
H 2.92004 3.14658 0.30379 0.3611
C 1.78227 -5.23721 -1.73351 -1.3981
C 1.35859 -4.03453 -2.57269 0.3663
C 2.12074 -2.73696 -2.21988 -0.7840
O 1.66891 -2.09796 -1.02218 -0.2057
C 2.22246 -2.63126 0.17094 -0.7658
N -0.09682 -3.85638 -2.45142 -0.7470
H 1.39191 -5.19839 -0.71294 0.2780
H 1.40728 -6.16483 -2.18140 0.3515
H 2.87306 -5.31265 -1.68028 0.3380
H 1.58728 -4.27573 -3.61807 0.3957
H 1.94134 -2.01290 -3.02420 0.3105
H 3.20470 -2.90091 -2.18924 0.4124
H 3.25843 -2.95688 0.03738 0.3347
H 1.60588 -3.45463 0.53449 0.2332
H 2.20357 -1.84597 0.93274 0.2618
H -0.38662 -3.10956 -3.08412 0.2693
H -0.27755 -3.46703 -1.52119 0.3524


3.
9
Properties=species:S:1:pos:R:3:mulliken_charge:R:1 method="wB97M-V/def2-TZVPD" max_force_ha_per_bohr=0.0531 total_energy_ha=-229.8418 de_lowest_kcal_mol=116.8
C 0.27055 -0.15519 -0.97849 -0.4776
C -0.61313 0.72172 -0.19477 -0.3607
C 0.87518 0.69489 0.06884 -0.5120
C 0.03063 -0.42785 0.46837 0.2427
O -0.22100 -1.47404 1.40646 -0.4885
H 0.50031 -0.55497 -1.91376 0.4610
H -1.34034 1.55009 -0.40764 0.3933
H 1.55322 1.44964 0.53645 0.4042
H -1.05541 -1.80428 1.01453 0.3376


4.
22
Properties=species:S:1:pos:R:3:mulliken_charge:R:1 method="wB97M-V/def2-TZVPD" max_force_ha_per_bohr=0.0782 total_energy_ha=-715.9751 de_lowest_kcal_mol=179.8
C -1.55594 2.12429 -1.13436 -0.6915
C -2.01414 0.95911 -0.20014 0.1821
C -0.44779 1.62368 -1.67833 -0.1717
C -1.18206 -0.19510 -0.72159 0.2742
C 1.02674 -1.98377 0.03309 -0.1320
C -0.15995 -2.26581 -0.53548 -0.3016
C 1.76722 -0.92768 0.87934 -0.7098
N 1.70921 0.57827 0.63346 0.0384
N -1.25816 -1.41962 -0.44586 -0.4880
N 0.68971 1.32119 1.13208 -0.6995
N -0.30441 0.64753 1.51577 1.1693
O -0.39574 -0.39138 2.10943 -0.6146
O -1.59636 1.29480 1.15562 -0.4292
O -0.11721 0.36140 -1.50182 -0.2852
H -1.81312 3.14015 -1.32836 0.4137
H -3.03202 0.66602 -0.08293 0.3876
H 0.22470 2.21376 -2.27867 0.4375
H 1.69276 -2.87719 0.15829 0.2624
H -0.40570 -3.23994 -1.06995 0.3450
H 1.67655 -1.38212 1.87231 0.2712
H 2.80323 -1.12498 0.66613 0.4162
H 2.69249 0.87738 0.82196 0.3254


5.
6
Properties=species:S:1:pos:R:3:mulliken_charge:R:1 method="wB97M-V/def2-TZVPD" max_force_ha_per_bohr=0.0909 total_energy_ha=-679.0771 de_lowest_kcal_mol=46.9
N 2.91830 -0.15776 -0.10566 0.7984
O 2.34670 -1.17360 -0.17479 -0.3965
O 3.94702 0.26844 0.18982 -0.4202
O 0.01636 0.31103 -0.65001 -0.4375
S 1.12796 1.41988 -0.04510 0.1092
H -0.87694 0.26250 -0.25160 0.3466


6.
15
Properties=species:S:1:pos:R:3:mulliken_charge:R:1 method="wB97M-V/def2-TZVPD" max_force_ha_per_bohr=0.0087 total_energy_ha=-345.7296 de_lowest_kcal_mol=47.3
O 1.01781 -0.08305 -1.87787 -0.3949
C -0.63646 -0.04087 0.90197 0.3780
C 0.34206 -0.09028 1.78607 -0.7871
C 2.06104 -0.12178 -1.03153 0.2143
O 2.88855 0.74321 -0.93853 -0.5203
C -1.59708 -0.75451 0.05466 -0.4334
C -1.54833 0.77326 0.09318 -0.4747
H 1.08779 0.76189 -2.35506 0.2930
H 0.79678 0.81527 2.17922 0.2514
H 0.72337 -1.03975 2.15512 0.2905
H 2.04189 -1.05429 -0.45702 0.3944
H -2.43964 -1.25504 0.52669 0.2429
H -1.22637 -1.23496 -0.84806 0.1614
H -1.15660 1.27990 -0.78598 0.1437
H -2.35480 1.30101 0.59714 0.2409